No. 1
A cluster of 2 separate species, C4H6O2S in total at a distorted geometry, computed with the ωB97M-V functional and the def2-TZVPD basis.

```
! RIJCOSX wB97M-V def2-TZVPD def2/J DEFGRID3
* xyz 0 1
S -3.591 -0.115 0.060
O 0.295 1.718 -0.397
O -1.270 -0.830 -0.271
C 0.123 -0.660 0.009
C -1.953 0.286 -0.291
C 0.425 0.730 0.593
C 1.149 -1.634 -0.080
H 1.516 0.534 0.791
H 1.098 -2.718 -0.440
H 1.581 1.767 -0.728
H -1.446 1.216 -0.625
H 2.286 -1.150 -0.119
H -0.213 0.855 1.497
*
```

E_LUMO: -0.7 eV
energy: -704.481752 a.u.
energy above the lowest of the compared OMol25 structures with the same formula, charge and spin: 124.11 kcal/mol
HOMO level: -0.3129 Eh
strongest force on any atom: 6.9 eV Å⁻¹
Kohn-Sham gap: 7.849 eV

Atom charges from the Mulliken analysis, given in e for atoms 1 to 8: -0.27, -0.60, -0.29, 0.79, -0.17, -0.66, -0.77, 0.33

---

No. 2
The molecule C4H6O2S2 at a distorted geometry, computed with the ωB97M-V functional and the def2-TZVPD basis.

```
! RIJCOSX wB97M-V def2-TZVPD def2/J DEFGRID3
* xyz 0 1
S -2.298 -0.616 -0.259
S -0.798 2.456 0.721
O 2.822 -0.897 -0.060
O 1.548 0.907 -0.022
C -0.202 1.082 -0.116
C 0.492 -1.196 -0.142
C -0.626 -0.270 0.367
C 1.712 -0.417 -0.139
H -0.540 1.312 -1.178
H -1.911 -0.967 -1.483
H 0.524 -2.115 0.285
H 0.281 -1.260 -1.160
H -0.203 2.168 1.806
H -0.801 -0.188 1.381
*
```

E_LUMO: 0.5 eV
energy: -1102.823237 a.u.
energy above the lowest of the compared OMol25 structures with the same formula, charge and spin: 46.88 kcal/mol
HOMO level: -0.3628 Eh
strongest force on any atom: 4.0 eV Å⁻¹
Kohn-Sham gap: 10.389 eV

Atom charges from the Mulliken analysis, given in e for atoms 1 to 8: -0.16, -0.14, -0.60, -0.38, 0.01, -0.64, -0.27, 0.52

---

No. 3
A structure of composition C4H6O3Pb at a distorted geometry, computed with the ωB97M-V functional and the def2-TZVPD basis.

```
! RIJCOSX wB97M-V def2-TZVPD def2/J DEFGRID3
* xyz 3 2
Pb -3.104 1.297 0.168
O -1.171 0.615 0.016
O 0.851 -0.250 0.544
O 0.340 -0.013 -1.527
C -0.114 0.163 -0.366
C -0.270 0.656 -2.665
C 0.525 -0.973 1.558
C 1.107 -0.734 2.812
H 0.678 -1.256 3.669
H 0.413 0.469 -3.495
H -1.253 0.208 -2.845
H -0.347 1.725 -2.442
H 0.732 -2.126 1.598
H 1.612 0.220 2.974
*
```

E_LUMO (alpha / beta): -14.7 / -16.1 eV
energy: -573.189660 a.u.
energy above the lowest of the compared OMol25 structures with the same formula, charge and spin: 16.68 kcal/mol
HOMO level (alpha / beta): -0.8920 / -0.9033 Eh
strongest force on any atom: 6.4 eV Å⁻¹
Kohn-Sham gap (alpha / beta): 9.612 / 8.508 eV

Atom charges from the Mulliken analysis, given in e for atoms 1 to 8: 1.55, -0.55, -0.10, -0.18, 1.02, -0.68, 0.25, -0.40

---

No. 4
The molecule C4H6O3S at a distorted geometry, computed with the ωB97M-V functional and the def2-TZVPD basis.

```
! RIJCOSX wB97M-V def2-TZVPD def2/J DEFGRID3
* xyz 0 1
S -0.617 -3.235 -1.584
O -0.519 0.406 -0.471
O 0.675 0.204 1.424
O 0.881 -2.116 0.182
C -0.300 -2.081 -0.476
C 0.778 2.260 0.193
C -1.215 -0.845 -0.304
C 0.304 0.867 0.473
H 1.035 -1.454 0.885
H 1.172 2.306 -0.860
H -1.901 -0.912 -1.174
H 1.563 2.565 0.914
H -1.726 -0.893 0.665
H -0.131 2.928 0.133
*
```

E_LUMO: 0.3 eV
energy: -779.919239 a.u.
energy above the lowest of the compared OMol25 structures with the same formula, charge and spin: 6.93 kcal/mol
HOMO level: -0.3248 Eh
strongest force on any atom: 1.4 eV Å⁻¹
Kohn-Sham gap: 9.122 eV

Atom charges from the Mulliken analysis, given in e for atoms 1 to 8: -0.29, -0.30, -0.66, -0.50, 0.36, -0.99, -0.39, 0.86

---

No. 5
A structure of composition C4H6O3S at a distorted geometry, computed with the ωB97M-V functional and the def2-TZVPD basis.

```
! RIJCOSX wB97M-V def2-TZVPD def2/J DEFGRID3
* xyz 0 1
S 1.030 -1.314 0.221
O 2.172 -1.712 -0.500
O 0.534 -2.287 1.203
O 1.489 0.311 2.289
C -0.297 -0.948 -1.038
C -0.362 1.116 0.272
C -0.879 0.393 -0.684
C 1.317 0.302 0.956
H -1.131 -1.689 -0.896
H 0.781 -0.210 2.664
H 0.217 -1.056 -2.082
H -0.500 1.988 0.877
H 2.164 0.887 0.565
H -1.839 0.805 -1.282
*
```

E_LUMO: 0.7 eV
energy: -779.797435 a.u.
energy above the lowest of the compared OMol25 structures with the same formula, charge and spin: 83.36 kcal/mol
HOMO level: -0.3514 Eh
strongest force on any atom: 5.2 eV Å⁻¹
Kohn-Sham gap: 10.256 eV

Atom charges from the Mulliken analysis, given in e for atoms 1 to 8: 1.14, -0.64, -0.67, -0.46, -0.52, -0.51, -0.13, -0.32

---

No. 6
The molecule C4H6O3S at a distorted geometry, computed with the ωB97M-V functional and the def2-TZVPD basis.

```
! RIJCOSX wB97M-V def2-TZVPD def2/J DEFGRID3
* xyz 0 1
S 2.640 -0.174 -0.731
O -1.331 -1.697 -0.242
O -2.071 0.441 -0.819
O 1.030 -1.996 0.118
C -1.155 -0.464 -0.330
C 0.099 0.027 0.309
C 0.443 1.665 0.333
C 1.350 -0.808 0.004
H 1.483 1.563 1.054
H 0.744 2.012 -0.686
H 0.002 -0.296 1.335
H 0.018 -2.230 0.361
H -2.712 -0.139 -1.300
H -0.538 2.095 0.594
*
```

E_LUMO: 0.2 eV
energy: -779.865131 a.u.
energy above the lowest of the compared OMol25 structures with the same formula, charge and spin: 40.88 kcal/mol
HOMO level: -0.3157 Eh
strongest force on any atom: 6.3 eV Å⁻¹
Kohn-Sham gap: 8.804 eV

Atom charges from the Mulliken analysis, given in e for atoms 1 to 8: -0.30, -0.65, -0.43, -0.53, 0.79, -0.23, -1.12, 0.27

---

No. 7
A structure of composition C4H6O3Yb at a distorted geometry, computed with the ωB97M-V functional and the def2-TZVPD basis.

```
! RIJCOSX wB97M-V def2-TZVPD def2/J DEFGRID3
* xyz 3 2
Yb -4.958 0.060 -2.385
O -1.303 1.509 0.052
O -3.049 0.676 -1.062
O -1.088 -0.426 -0.939
C -0.010 -0.308 0.329
C -0.271 0.981 0.725
C -1.846 0.586 -0.816
C 2.488 -0.678 0.310
H -0.280 -1.220 0.856
H 1.530 -0.914 1.134
H 0.338 1.677 1.298
H 3.063 -0.018 0.973
H 2.851 -1.707 0.210
H 2.535 -0.218 -0.685
*
```

E_LUMO (alpha / beta): -12.8 / -14.9 eV
energy: -1539.090278 a.u.
energy above the lowest of the compared OMol25 structures with the same formula, charge and spin: 35.83 kcal/mol
HOMO level (alpha / beta): -0.7970 / -0.8381 Eh
strongest force on any atom: 3.0 eV Å⁻¹
Kohn-Sham gap (alpha / beta): 8.876 / 7.859 eV

Atom charges from the Mulliken analysis, given in e for atoms 1 to 8: 1.81, -0.18, -0.49, -0.32, -0.27, 0.30, 0.66, -0.79

---

No. 8
A structure of composition C4H6O3Zn at a distorted geometry, computed with the ωB97M-V functional and the def2-TZVPD basis.

```
! RIJCOSX wB97M-V def2-TZVPD def2/J DEFGRID3
* xyz -1 2
Zn -0.294 1.334 -1.058
O 0.906 0.573 0.344
O 1.542 -1.822 -0.672
O -0.604 -1.333 -0.527
C -2.456 -0.267 0.625
C -1.625 -0.258 -0.646
C 0.681 -0.954 -0.603
C 2.009 1.274 0.652
H -2.267 -0.606 -1.475
H 2.424 0.947 1.623
H -3.320 0.404 0.492
H -2.840 -1.269 0.895
H -1.893 0.111 1.495
H 2.800 1.193 -0.116
*
```

E_LUMO (alpha / beta): 3.3 / 2.9 eV
energy: -2160.900990 a.u.
energy above the lowest of the compared OMol25 structures with the same formula, charge and spin: 48.91 kcal/mol
HOMO level (alpha / beta): -0.0865 / -0.0928 Eh
strongest force on any atom: 3.7 eV Å⁻¹
Kohn-Sham gap (alpha / beta): 5.621 / 5.422 eV

Atom charges from the Mulliken analysis, given in e for atoms 1 to 8: -0.38, -0.15, -0.54, -0.17, -1.03, 0.05, 0.15, -0.66